{"formula": "C4H7NO", "method": "ωB97M-V with the def2-TZVPD basis set", "symbols": ["N", "C", "C", "C", "C", "O", "H", "H", "H", "H", "H", "H", "H"], "xyz": [[-0.4999, -1.1554, -2.0821], [-0.3018, -0.5550, -0.9863], [-1.1013, 0.6601, -0.6096], [1.2682, 1.0982, 0.9930], [0.8263, -0.2826, 1.1065], [0.6511, -0.9978, -0.1055], [0.1379, -1.9499, -2.1601], [-1.7571, 0.9092, -1.4392], [-1.7037, 0.4915, 0.2905], [1.2021, 1.4919, 2.0242], [-0.4243, 1.5069, -0.4231], [-0.0121, -0.4831, 1.7944], [1.7146, -0.7340, 1.5971]], "lowdin_charge": [0.14, -0.50, -0.03, 0.18, -0.34, -0.06, 0.06, 0.09, 0.09, 0.02, 0.06, 0.13, 0.15], "multiplicity": 1, "e_homo_ev": -9.61, "orbital_gap_ev": 8.78, "e_above_lowest_kcal_mol": 114.77, "lumo_ev": -0.826}